The following is a DFT calculation (wB97M-V/def2-TZVPD) of C46H49IN7SbTi as an isolated structure.

The value obtained for the gap between HOMO and LUMO (alpha / beta) is 0.2353 / 0.2679 hartree. The spin multiplicity is 2. For the HOMO energy (alpha / beta), the calculation gives -8.67 / -9.55 eV. Its LUMO energy (alpha / beta) is -2.2683 / -2.2603 eV. The value obtained for the relative energy (zero: lowest compared OMol25 entry of this formula, charge and spin) is 38.6 kcal per mole. As for the charge: +1.

Atoms and positions in Å:
Ti: 0.324 0.335 -1.094
C: 2.577 1.463 -3.899
C: 1.160 1.937 -3.809
C: 0.505 2.305 -4.976
C: -0.800 2.740 -4.928
C: -1.363 2.955 -3.683
C: -0.633 2.666 -2.540
N: 0.580 2.059 -2.590
Sb: -0.997 4.140 -0.999
C: 0.556 3.498 0.370
C: 1.274 4.605 0.806
C: 2.266 4.438 1.762
C: 2.434 3.181 2.294
C: 1.684 2.106 1.812
C: 1.842 0.786 2.509
N: 0.804 2.241 0.800
C: -2.994 3.555 -0.384
C: -3.982 4.505 -0.612
C: -5.304 4.146 -0.375
C: -5.578 2.876 0.092
C: -4.526 1.986 0.318
C: -4.775 0.599 0.846
N: -3.258 2.329 0.069
H: 2.939 1.112 -2.942
H: 3.208 2.297 -4.219
H: 2.673 0.669 -4.642
H: 1.025 2.212 -5.920
H: -1.347 2.951 -5.839
H: -2.353 3.388 -3.581
H: 1.054 5.584 0.399
H: 2.866 5.274 2.102
H: 3.149 3.007 3.090
H: 1.323 0.839 3.472
H: 1.416 -0.020 1.933
H: 2.895 0.573 2.708
H: -3.724 5.495 -0.968
H: -6.109 4.848 -0.558
H: -6.599 2.564 0.273
H: -5.555 0.099 0.268
H: -5.101 0.641 1.890
H: -3.853 0.024 0.783
I: -0.262 -1.127 -4.494
C: 0.976 -0.995 -2.706
H: 1.965 -0.759 -3.097
H: 1.027 -2.039 -2.415
C: -2.574 -3.667 1.025
N: -1.141 -3.757 0.621
C: -0.628 -5.149 0.735
C: -0.796 -3.176 -0.766
C: -1.769 -2.160 -1.291
C: -2.907 -2.670 -1.918
C: -3.852 -1.831 -2.483
C: -3.630 -0.465 -2.435
C: -2.472 0.022 -1.846
C: -1.495 -0.780 -1.235
H: -2.663 -4.023 2.049
H: -3.173 -4.285 0.362
H: -2.905 -2.637 0.954
H: -0.619 -3.192 1.277
H: -1.168 -5.773 0.028
H: -0.787 -5.519 1.746
H: 0.434 -5.158 0.502
H: -0.740 -4.034 -1.435
H: 0.183 -2.725 -0.653
H: -3.038 -3.746 -2.000
H: -4.724 -2.236 -2.982
H: -4.338 0.220 -2.891
H: -2.331 1.087 -1.874
N: 1.434 -0.797 -0.152
C: 2.659 -1.137 -0.031
C: 3.095 -2.172 0.965
C: 4.434 -2.449 1.247
C: 4.782 -3.364 2.235
C: 3.806 -4.020 2.970
C: 2.468 -3.739 2.716
C: 2.133 -2.826 1.731
C: 3.758 -0.438 -0.793
C: 4.584 -1.137 -1.671
C: 5.609 -0.487 -2.346
C: 5.848 0.865 -2.125
C: 5.033 1.569 -1.252
C: 3.983 0.923 -0.608
H: 5.217 -1.940 0.701
H: 5.829 -3.558 2.440
H: 4.084 -4.724 3.745
H: 1.693 -4.221 3.304
H: 1.103 -2.550 1.558
H: 4.416 -2.196 -1.833
H: 6.235 -1.040 -3.037
H: 6.665 1.363 -2.634
H: 5.205 2.625 -1.073
H: 3.351 1.478 0.068
N: -2.491 -0.281 5.860
C: -2.049 -0.024 4.590
C: -2.161 1.250 4.018
C: -1.756 1.446 2.712
N: -1.259 0.488 1.924
C: -1.128 -0.704 2.492
C: -1.490 -1.025 3.786
H: -2.739 0.486 6.458
H: -2.231 -1.136 6.316
H: -2.565 2.075 4.597
H: -1.832 2.433 2.276
H: -0.660 -1.443 1.846
H: -1.334 -2.025 4.183

Results of the Löwdin charge analysis, in e, for atoms 1 through 99: atom 1 (Ti): 0.819, atom 2 (C): -0.034, atom 3 (C): -0.357, atom 4 (C): -0.066, atom 5 (C): -0.047, atom 6 (C): -0.137, atom 7 (C): -0.483, atom 8 (N): -0.007, atom 9 (Sb): 1.575, atom 10 (C): -0.440, atom 11 (C): -0.149, atom 12 (C): -0.048, atom 13 (C): -0.025, atom 14 (C): -0.329, atom 15 (C): -0.030, atom 16 (N): 0.054, atom 17 (C): -0.456, atom 18 (C): -0.134, atom 19 (C): -0.059, atom 20 (C): -0.019, atom 21 (C): -0.317, atom 22 (C): -0.029, atom 23 (N): 0.072, atom 24 (H): 0.042, atom 25 (H): 0.103, atom 26 (H): 0.090, atom 27 (H): 0.128, atom 28 (H): 0.122, atom 29 (H): 0.104, atom 30 (H): 0.071, atom 31 (H): 0.116, atom 32 (H): 0.123, atom 33 (H): 0.096, atom 34 (H): 0.023, atom 35 (H): 0.096, atom 36 (H): 0.083, atom 37 (H): 0.112, atom 38 (H): 0.118, atom 39 (H): 0.083, atom 40 (H): 0.084, atom 41 (H): 0.054, atom 42 (I): 0.803, atom 43 (C): -0.676, atom 44 (H): -0.059, atom 45 (H): -0.052, atom 46 (C): 0.011, atom 47 (N): -0.159, atom 48 (C): 0.004, atom 49 (C): -0.075, atom 50 (C): -0.300, atom 51 (C): -0.078, atom 52 (C): -0.076, atom 53 (C): -0.087, atom 54 (C): -0.178, atom 55 (C): -0.201, atom 56 (H): 0.105, atom 57 (H): 0.105, atom 58 (H): 0.094, atom 59 (H): 0.098, atom 60 (H): 0.109, atom 61 (H): 0.105, atom 62 (H): 0.105, atom 63 (H): 0.136, atom 64 (H): 0.084, atom 65 (H): 0.114, atom 66 (H): 0.108, atom 67 (H): 0.112, atom 68 (H): 0.042, atom 69 (N): -0.042, atom 70 (C): -0.303, atom 71 (C): -0.150, atom 72 (C): -0.016, atom 73 (C): -0.065, atom 74 (C): -0.082, atom 75 (C): -0.082, atom 76 (C): -0.060, atom 77 (C): -0.198, atom 78 (C): -0.049, atom 79 (C): -0.066, atom 80 (C): -0.082, atom 81 (C): -0.077, atom 82 (C): -0.037, atom 83 (H): 0.111, atom 84 (H): 0.110, atom 85 (H): 0.106, atom 86 (H): 0.099, atom 87 (H): 0.057, atom 88 (H): 0.126, atom 89 (H): 0.109, atom 90 (H): 0.107, atom 91 (H): 0.109, atom 92 (H): 0.092, atom 93 (N): 0.124, atom 94 (C): -0.322, atom 95 (C): -0.009, atom 96 (C): -0.154, atom 97 (N): 0.066, atom 98 (C): -0.187, atom 99 (C): -0.015



The following is a DFT calculation (wB97M-V/def2-TZVPD) of C46H49InN5O3P as an isolated structure.

The value obtained for the gap between HOMO and LUMO is 0.2569 hartree. The spin multiplicity is 1. For the HOMO energy, the calculation gives -6.72 eV. Its LUMO energy is 0.2743 eV.

Atoms and positions in Å:
In: 1.265 0.523 -1.639
C: -2.021 1.402 2.350
N: -0.950 1.917 1.517
C: 0.062 2.631 2.309
C: 1.427 1.960 2.292
C: 1.442 0.505 2.783
N: 1.609 -0.380 1.651
C: 2.700 -0.992 1.521
C: 3.000 -1.819 0.335
C: 4.324 -1.900 -0.091
C: 4.669 -2.565 -1.255
C: 3.676 -3.177 -2.009
C: 2.357 -3.140 -1.588
C: 2.032 -2.469 -0.424
O: 0.747 -2.561 0.087
C: -1.441 2.736 0.422
C: -2.518 2.080 -0.435
C: -2.134 0.793 -1.169
N: -1.109 1.033 -2.167
C: -1.474 1.332 -3.349
C: -0.602 1.746 -4.438
C: -1.153 1.763 -5.727
C: -0.446 2.204 -6.821
C: 0.856 2.676 -6.617
C: 1.417 2.692 -5.362
C: 0.723 2.218 -4.221
O: 1.297 2.248 -3.052
H: -2.686 2.199 2.729
H: -1.606 0.873 3.206
H: -2.627 0.684 1.796
H: -0.294 2.741 3.340
H: 0.180 3.650 1.922
H: 2.127 2.556 2.886
H: 1.809 1.972 1.269
H: 0.487 0.247 3.247
H: 2.225 0.356 3.541
H: 3.523 -0.881 2.242
H: 5.084 -1.402 0.499
H: 5.701 -2.597 -1.577
H: 3.926 -3.697 -2.924
H: 1.583 -3.635 -2.160
H: -0.583 2.989 -0.214
H: -1.849 3.693 0.797
H: -2.815 2.823 -1.181
H: -3.407 1.872 0.164
H: -3.042 0.389 -1.635
H: -1.751 0.052 -0.464
H: -2.545 1.300 -3.596
H: -2.173 1.411 -5.850
H: -0.886 2.194 -7.809
H: 1.431 3.042 -7.460
H: 2.425 3.059 -5.209
O: -0.278 -1.853 -1.784
C: -0.320 -2.420 -0.728
C: -1.506 -3.178 -0.211
C: -2.355 -3.643 -1.210
C: -3.404 -4.497 -0.910
C: -3.595 -4.894 0.404
C: -2.770 -4.405 1.407
C: -1.725 -3.526 1.134
P: -0.798 -2.714 2.514
C: -1.852 -3.211 3.935
C: -3.090 -2.574 4.055
C: -3.933 -2.845 5.119
C: -3.544 -3.750 6.100
C: -2.314 -4.379 6.001
C: -1.474 -4.115 4.923
C: 0.664 -3.789 2.734
C: 1.622 -3.365 3.656
C: 2.802 -4.071 3.831
C: 3.052 -5.203 3.066
C: 2.111 -5.627 2.139
C: 0.923 -4.927 1.977
H: -2.160 -3.335 -2.229
H: -4.055 -4.858 -1.695
H: -4.394 -5.580 0.656
H: -2.960 -4.702 2.431
H: -3.399 -1.862 3.295
H: -4.890 -2.344 5.190
H: -4.198 -3.961 6.936
H: -2.003 -5.088 6.758
H: -0.521 -4.626 4.856
H: 1.443 -2.466 4.238
H: 3.534 -3.730 4.553
H: 3.979 -5.748 3.187
H: 2.301 -6.507 1.537
H: 0.198 -5.268 1.247
N: 4.171 1.230 -0.582
C: 4.309 2.376 -0.697
N: 4.460 3.688 -0.826
C: 3.496 4.411 -1.674
C: 2.331 4.938 -0.846
C: 2.822 5.740 0.357
C: 3.788 4.908 1.198
C: 4.952 4.434 0.337
H: 3.131 3.734 -2.441
H: 4.037 5.234 -2.150
H: 1.731 4.085 -0.509
H: 1.688 5.542 -1.487
H: 1.979 6.078 0.963
H: 3.341 6.640 0.004
H: 3.266 4.026 1.587
H: 4.161 5.472 2.056
H: 5.645 3.802 0.890
H: 5.511 5.292 -0.048

Results of the Löwdin charge analysis, in e, for atoms 1 through 99: atom 1 (In): 0.970, atom 2 (C): -0.100, atom 3 (N): -0.196, atom 4 (C): -0.203, atom 5 (C): -0.168, atom 6 (C): -0.221, atom 7 (N): 0.047, atom 8 (C): -0.145, atom 9 (C): -0.174, atom 10 (C): -0.051, atom 11 (C): -0.070, atom 12 (C): -0.062, atom 13 (C): -0.009, atom 14 (C): -0.257, atom 15 (O): 0.005, atom 16 (C): -0.218, atom 17 (C): -0.168, atom 18 (C): -0.227, atom 19 (N): -0.054, atom 20 (C): -0.100, atom 21 (C): -0.150, atom 22 (C): -0.066, atom 23 (C): -0.114, atom 24 (C): -0.096, atom 25 (C): -0.024, atom 26 (C): -0.389, atom 27 (O): -0.302, atom 28 (H): 0.094, atom 29 (H): 0.070, atom 30 (H): 0.071, atom 31 (H): 0.119, atom 32 (H): 0.108, atom 33 (H): 0.102, atom 34 (H): 0.073, atom 35 (H): 0.084, atom 36 (H): 0.109, atom 37 (H): 0.131, atom 38 (H): 0.111, atom 39 (H): 0.104, atom 40 (H): 0.107, atom 41 (H): 0.127, atom 42 (H): 0.107, atom 43 (H): 0.122, atom 44 (H): 0.117, atom 45 (H): 0.102, atom 46 (H): 0.118, atom 47 (H): 0.098, atom 48 (H): 0.132, atom 49 (H): 0.106, atom 50 (H): 0.091, atom 51 (H): 0.099, atom 52 (H): 0.107, atom 53 (O): 0.022, atom 54 (C): -0.452, atom 55 (C): -0.123, atom 56 (C): -0.010, atom 57 (C): -0.065, atom 58 (C): -0.063, atom 59 (C): -0.076, atom 60 (C): -0.290, atom 61 (P): 1.143, atom 62 (C): -0.396, atom 63 (C): -0.123, atom 64 (C): -0.086, atom 65 (C): -0.092, atom 66 (C): -0.082, atom 67 (C): -0.082, atom 68 (C): -0.392, atom 69 (C): -0.125, atom 70 (C): -0.084, atom 71 (C): -0.086, atom 72 (C): -0.074, atom 73 (C): -0.079, atom 74 (H): 0.122, atom 75 (H): 0.106, atom 76 (H): 0.107, atom 77 (H): 0.103, atom 78 (H): 0.101, atom 79 (H): 0.102, atom 80 (H): 0.100, atom 81 (H): 0.103, atom 82 (H): 0.099, atom 83 (H): 0.105, atom 84 (H): 0.103, atom 85 (H): 0.101, atom 86 (H): 0.104, atom 87 (H): 0.107, atom 88 (N): 0.167, atom 89 (C): -0.290, atom 90 (N): -0.094, atom 91 (C): -0.136, atom 92 (C): -0.172, atom 93 (C): -0.195, atom 94 (C): -0.175, atom 95 (C): -0.147, atom 96 (H): 0.102, atom 97 (H): 0.127, atom 98 (H): 0.099, atom 99 (H): 0.120



Number 1: DFT total energy -3552.7134 Eh. Number 2: DFT total energy -2813.2620 Eh.